37
Properties=species:S:1:pos:R:3:forces:R:3:nbo_charge:R:1 method="wB97M-V/def2-TZVPD" homo_energy_ev=-9.239 de_lowest_kj_mol=0.0 lumo_energy_ev=-0.073
O -4.6087 -4.6614 -1.4654 0.8110 1.6953 -0.9062 -0.609
O 3.7291 5.2342 -1.1263 -0.8555 -1.2203 1.8283 -0.922
O 1.9594 6.2886 0.3143 0.7247 -3.6945 -1.2142 -0.892
F 0.7724 1.8927 3.1644 -0.1462 -0.3401 -0.1222 -0.298
F 2.0340 0.0292 -1.1108 -0.5908 1.3920 1.1079 -0.316
F 1.3133 4.3886 2.2709 0.0879 -1.6341 -1.2551 -0.283
F 2.7137 2.5294 -1.9258 -0.5265 -0.3313 1.1007 -0.295
O -3.7499 -2.9473 -2.6650 -0.1853 0.0074 0.2992 -0.664
C -3.7253 -3.8232 -1.6609 -0.6812 -2.8699 2.1120 0.785
C 1.1765 2.0325 1.9011 0.3613 1.2906 -1.4531 0.324
C 1.7897 1.1093 -0.2693 0.7523 -1.1170 -0.1622 0.301
C 1.4538 3.3207 1.4216 0.9217 0.2067 0.3470 0.382
C 2.1951 2.3625 -0.6765 0.4279 0.3276 -1.0639 0.375
C 1.3157 0.9137 1.0408 -1.0649 -2.3375 1.1968 0.087
C 2.0581 3.4749 0.1349 -1.0138 1.2947 1.1802 -0.467
N 0.8970 -0.3480 1.5923 0.8746 2.2777 -0.9367 -0.602
N 1.4394 5.2302 -1.8687 -0.9773 -0.9119 0.5203 -1.053
C -2.5318 -3.8294 -0.7083 0.3921 1.2383 -0.1268 -0.503
C 1.1978 -1.6985 1.1247 -0.9818 0.3642 -0.9051 -0.208
C -2.5597 -2.6451 0.3096 -0.1287 -0.4701 -0.5910 -0.379
C 0.0523 -2.2943 0.2631 -0.1228 -1.2718 1.5102 -0.408
C -1.2525 -2.4714 1.0953 0.1935 -0.4902 -0.3209 -0.397
S 2.3938 5.1279 -0.5299 1.2643 4.2169 -0.4503 2.228
H -4.6319 -3.0945 -3.0488 0.1392 0.1589 -0.2702 0.502
H 0.3410 -0.2174 2.4185 0.1153 -0.2543 0.1110 0.403
H 1.9840 4.8807 -2.6367 0.1159 -0.1324 -0.4439 0.401
H 1.2820 6.2156 -1.9647 -0.3445 0.5469 -0.1683 0.407
H -1.6354 -3.7531 -1.3048 0.4073 0.2863 -0.3528 0.216
H -2.4145 -4.7679 -0.1720 -0.6501 -0.1538 -0.1488 0.232
H 2.1082 -1.6816 0.5557 0.3933 0.1012 -0.2705 0.217
H 1.3873 -2.3264 1.9723 -0.0082 -0.3034 0.6436 0.202
H -2.7919 -1.7365 -0.2552 0.0465 0.0506 0.1521 0.204
H -3.3845 -2.8248 1.0201 0.2576 0.1694 -0.2645 0.214
H 0.3586 -3.2917 -0.1152 0.0159 0.5432 0.1320 0.206
H -0.1248 -1.6744 -0.5754 -0.1683 0.7923 -0.9639 0.207
H -1.3907 -1.5955 1.7179 0.0050 0.1877 0.2863 0.199
H -1.1508 -3.3483 1.7623 0.1386 0.3847 -0.1368 0.198


31
Properties=species:S:1:pos:R:3:forces:R:3:lowdin_spin:R:1 method="wB97M-V/def2-TZVPD" multiplicity=3 homo_energy_ev="-7.089 / -7.905" lumo_energy_ev="-1.113 / -1.062" s2=2.01
C 3.4848 2.3282 -0.6921 1.0213 -4.4887 5.0122 0.009
C 2.4734 3.1325 -1.1373 -6.0864 2.3103 -3.1678 0.019
H 3.4982 2.8596 0.3432 2.1004 -2.2207 -0.8374 0.000
H 4.3508 2.2838 -1.3959 -0.3535 -0.2178 1.3740 0.001
H 2.7811 1.3496 -0.5444 3.2200 0.9627 -0.2828 0.009
H 1.4053 2.7120 -0.7959 2.1109 1.4383 -0.6773 0.016
H 2.6347 4.1136 -0.6760 -0.8132 0.6263 -1.5310 0.001
H 2.5146 2.9063 -2.2188 -1.0130 1.7186 -0.1723 0.000
C 1.5472 -1.6130 1.2854 -1.6982 -0.1853 -0.2416 0.017
C 1.4802 -2.8432 1.8994 -0.6583 -1.0427 0.2771 0.007
C 0.2188 -3.4874 1.9462 -0.5514 0.2311 -0.2722 -0.008
C -0.9395 -2.8890 1.3694 0.5842 -0.6359 0.2659 0.005
H 2.4564 -1.0238 1.1890 -0.3164 -0.0207 -0.0444 0.005
H 2.3739 -3.3195 2.3342 -0.6028 0.3116 -0.2974 0.001
H 0.1213 -4.4814 2.4204 0.0917 0.7454 -0.3309 0.000
H -1.9142 -3.3715 1.3346 0.3414 -0.2333 0.3103 0.001
N 0.3990 -1.0870 0.7906 0.7477 -1.6863 0.7855 0.150
C -0.8273 -1.6448 0.7685 2.1842 -1.4712 1.0397 0.008
C -1.8452 -0.8950 0.0700 -0.8128 2.7891 -2.1519 0.007
N -1.4311 0.2825 -0.4799 -0.3270 -0.4980 0.0732 0.146
C -2.0609 1.1774 -1.2409 -0.9890 -1.5112 0.4518 0.020
C -3.9237 -0.2955 -0.9690 -0.3551 0.8924 -0.7327 -0.008
C -3.3849 0.9167 -1.5347 -0.5506 -1.9250 0.9718 0.009
H -1.5018 2.0453 -1.5576 0.0307 -0.0268 -0.0194 0.008
H -3.9774 1.5769 -2.1465 -0.1324 -0.0278 -0.0141 0.001
C -3.1560 -1.1742 -0.1911 -1.1061 -1.1980 0.1334 0.005
H -3.5259 -2.1312 0.2129 -0.3844 0.6921 -0.4042 0.002
H -4.9870 -0.5411 -1.1803 0.9441 0.1560 0.2375 0.000
Pt 0.3059 0.7882 0.2654 3.0134 2.0429 -2.3296 1.177
I 0.4275 2.3185 2.0580 0.1275 2.4796 3.0789 0.259
F 1.0016 0.0065 -1.5268 0.2332 -0.0069 -0.5042 0.131


34
Properties=species:S:1:pos:R:3:forces:R:3:lowdin_spin:R:1 method="wB97M-V/def2-TZVPD" multiplicity=2 homo_energy_ev="-8.243 / -8.297" lumo_energy_ev="-1.040 / -0.472" s2=1.15
Fe 0.3635 -1.0749 0.1259 0.0468 -0.3551 -0.1862 1.050
O -1.6179 -1.4593 0.4219 -0.0604 -0.0490 -0.0457 0.013
C -1.7972 -1.6565 1.8375 -0.0051 0.0344 -0.0093 -0.003
C -1.2105 -0.4590 2.5494 -0.0882 0.0820 0.1228 0.000
N 0.1657 -0.2429 2.0672 -0.0492 -0.1539 -0.0600 -0.003
C 0.4448 1.1795 1.8175 -0.0023 0.1164 0.0051 0.000
C -0.2830 1.5138 0.5156 0.1218 -0.1139 -0.0927 0.000
O -1.0802 2.4133 0.4149 0.0948 0.0714 -0.0192 -0.002
O 0.0357 0.6598 -0.4351 -0.2623 0.1314 0.0339 0.014
C 1.1975 -0.8962 2.8751 0.0750 0.0707 0.2020 0.002
C 2.3822 -1.2125 1.9652 -0.0145 -0.0600 0.0212 0.002
O 3.5233 -1.1060 2.3246 -0.0101 -0.0852 0.0517 -0.010
O 1.9864 -1.6385 0.7813 0.2090 0.1690 -0.2495 0.011
H -2.1263 -0.6988 0.1010 -0.0359 -0.0251 -0.0196 0.001
H -2.8502 -1.8108 2.0705 -0.0140 0.0381 -0.0135 -0.001
H -1.2541 -2.5756 2.0616 -0.0107 -0.0151 -0.0041 0.000
H -1.8026 0.4266 2.3058 -0.0011 -0.0048 0.0018 0.000
H -1.2400 -0.5808 3.6357 0.0308 -0.0131 -0.0080 0.000
H 0.1226 1.8244 2.6367 -0.0334 -0.0601 0.0261 0.000
H 1.5195 1.2936 1.6666 -0.0028 0.0448 -0.0183 0.000
H 1.5121 -0.2845 3.7227 -0.0330 0.0236 -0.0082 0.000
H 0.8060 -1.8432 3.2534 0.0232 -0.0172 -0.0152 0.000
Se 0.4492 -2.1088 -1.9851 0.0765 0.0411 0.3301 -0.068
C 0.1411 -3.7599 -1.0332 -0.0838 0.0846 -0.0740 0.001
C -1.1432 -4.3050 -1.0005 -0.0122 0.0049 0.0219 -0.003
C -1.3877 -5.4882 -0.3197 0.0275 -0.0069 0.0220 0.001
C -0.3522 -6.1378 0.3417 0.0163 0.0338 -0.0168 -0.005
C 0.9277 -5.6003 0.3114 -0.0345 -0.0384 0.0248 0.001
C 1.1770 -4.4189 -0.3735 0.0109 0.0531 -0.0081 -0.002
H -1.9469 -3.7937 -1.5146 0.0065 -0.0065 0.0020 0.000
H -2.3870 -5.9050 -0.3080 0.0014 -0.0062 -0.0032 0.000
H -0.5417 -7.0618 0.8728 0.0028 -0.0012 -0.0017 0.000
H 1.7410 -6.1037 0.8186 -0.0042 -0.0031 0.0025 0.000
H 2.1718 -3.9963 -0.3893 0.0145 0.0155 -0.0146 0.000


no.,calculated total energy (eV),strongest force on any atom (Eh/bohr)
1,-45544.686,0.0861
2,-29711.541,0.1408
3,-124132.168,0.0079